Density functional theory data (ωB97M-V with the def2-TZVPD basis set) for a molecular structure, C23H27AuBN8O3S.

The geometry in XYZ format:
```
64
Properties=species:S:1:pos:R:3
H 5.530 4.387 -2.252
N -0.835 1.338 1.207
H 0.955 4.153 1.418
C 4.403 2.613 -1.832
O 2.097 -1.812 -3.455
C 0.733 3.217 0.915
C -1.272 -2.563 2.984
C -4.275 -1.218 0.222
N -2.417 -0.309 -0.479
C 4.850 1.314 -2.043
H -3.400 -0.539 -3.657
C 1.925 -2.598 1.185
H -2.862 0.401 7.017
C -4.687 -0.761 3.419
C -3.108 -0.640 -1.559
O 0.938 -1.097 -1.466
Au -0.097 0.104 -0.213
N -1.329 -1.491 2.180
H 4.943 4.264 -0.598
H -2.502 -1.319 7.027
H -4.998 -1.607 0.907
O 0.362 -0.078 -3.610
H -2.753 1.802 3.714
C -0.057 -3.188 2.790
H 0.479 3.419 -0.123
C -2.599 -0.433 -2.932
H -2.075 -2.804 3.650
C 2.620 0.589 -2.490
H 1.104 2.063 -2.445
H -5.111 -1.562 -1.785
H -2.138 0.546 -3.033
C 3.045 2.887 -1.977
C 2.157 1.875 -2.302
H -1.820 -1.161 -3.157
C -4.900 -0.828 4.773
H -5.830 -0.993 5.276
C -0.388 2.530 1.602
H 1.808 -2.598 0.102
S 1.425 -0.693 -2.858
H -5.399 -0.798 2.622
N -0.190 -1.411 1.491
H -1.014 3.839 3.270
H 0.311 -4.066 3.277
C -3.626 -0.654 5.344
H -4.144 -0.762 7.399
C -1.126 2.933 2.712
N -3.116 -0.662 0.618
N -1.817 0.951 2.029
H 2.387 -3.525 1.511
C 3.962 0.303 -2.374
C -3.266 -0.584 6.785
H 5.904 1.095 -1.952
C 5.358 3.696 -1.428
N -3.364 -0.575 3.207
N -2.724 -0.506 4.393
C -4.322 -1.211 -1.153
H 6.314 3.277 -1.123
H 2.691 3.901 -1.850
C -2.016 1.904 2.946
H 1.624 2.590 0.925
H 4.289 -0.707 -2.559
B -2.467 -0.460 1.995
H 2.576 -1.763 1.441
C 0.598 -2.423 1.818
```

As for the expectation value of S²: 0.75. The value obtained for the orbital gap (alpha / beta) is 9.609 / 7.004 eV. The value obtained for the electronic energy is -57558.0283 eV. The molar mass comes out at 703.4 g mol⁻¹. The largest force on an atom is 0.96 eV/Å. Its HOMO energy (alpha / beta) is -0.3339 / -0.3349 Ha. The LUMO energy (alpha / beta) comes out at 0.52 / -2.11 eV. The multiplicity is 2.